The following is a quantum chemistry calculation of a cluster of 2 separate species, C16H22N3O6 in total in a non-equilibrium geometry, from OMol25.

Results
charge = -1
gap between HOMO and LUMO = 3.93 eV

Each line ends with the Mulliken charge.
Element x y z (Å)
1 C 5.04373 0.25072 1.83619  -1.50
2 C 4.38998 1.05896 0.74146  0.75
3 C 5.13436 2.33693 0.45952  -1.29
4 O 3.00968 1.37871 1.14577  -0.36
5 C 2.17869 1.50561 0.10467  0.53
6 N 1.02314 2.31074 0.47148  -0.07
7 N -0.13094 1.90275 0.23021  0.02
8 C -1.07955 1.88976 1.35011  0.53
9 O -0.92719 2.39881 2.44081  -0.53
10 O -2.15203 1.18060 0.90768  -0.36
11 C -3.38244 1.29325 1.74597  0.68
12 C -4.41637 0.30168 1.24596  -1.45
13 C -3.95986 2.67342 1.70372  -1.40
14 O 2.38566 1.07925 -1.04247  -0.60
15 H 6.07449 0.03285 1.54234  0.40
16 H 5.07913 0.78654 2.79104  0.34
17 H 4.54902 -0.71246 1.98260  0.37
18 H 4.32615 0.44630 -0.16783  0.26
19 H 6.17810 2.10800 0.20600  0.39
20 H 4.70089 2.90028 -0.38285  0.27
21 H 5.12634 2.96805 1.35851  0.32
22 H -3.12131 1.03491 2.78628  0.27
23 H -5.31277 0.45442 1.85395  0.41
24 H -4.68661 0.47236 0.19796  0.35
25 H -4.11389 -0.74103 1.36144  0.35
26 H -4.92594 2.65185 2.21648  0.40
27 H -3.30776 3.39268 2.20143  0.37
28 H -4.12548 2.98588 0.66550  0.34
29 C 4.57719 2.35098 -7.09499  -1.36
30 C 3.89329 2.72760 -5.82108  1.15
31 C 3.65289 4.06917 -5.50861  -0.48
32 C 3.03763 4.44452 -4.32324  -0.89
33 C 2.63602 3.46148 -3.38640  0.74
34 C 2.05987 3.81540 -2.11669  -0.81
35 N 1.76714 5.11091 -1.76445  0.93
36 O 1.18454 5.34604 -0.65598  -0.76
37 O 2.06368 6.06138 -2.55769  -0.81
38 C 2.87020 2.11370 -3.72418  -0.73
39 C 3.49615 1.75162 -4.90382  -0.80
40 H 4.48402 1.27714 -7.27501  0.34
41 H 4.13220 2.89270 -7.93604  0.34
42 H 5.64506 2.59847 -7.06314  0.25
43 H 3.97935 4.82261 -6.22194  0.33
44 H 2.88804 5.47824 -4.05425  0.57
45 H 1.72018 3.07182 -1.41892  0.34
46 H 2.59439 1.36019 -3.00536  0.57
47 H 3.70074 0.70906 -5.12443  0.29

Force components x, y, z for each atom (eV/Å):
-0.010 -0.223 0.305
0.053 -0.588 -0.341
0.011 0.596 -0.140
-0.576 0.375 -0.665
0.501 -0.753 -4.653
-1.287 0.127 3.659
2.123 -2.955 -0.338
-0.763 2.598 0.225
-0.278 -1.209 -1.390
-0.153 0.731 0.901
0.605 -0.725 0.195
0.106 -0.275 -0.163
0.119 0.673 -0.157
-0.529 0.434 3.637
-0.086 0.081 -0.023
-0.101 -0.017 -0.155
-0.086 0.134 0.046
-0.044 0.220 0.263
-0.241 -0.002 0.051
0.031 -0.201 0.320
0.018 -0.050 -0.240
0.169 0.093 -0.424
0.051 -0.093 -0.097
0.137 0.059 0.153
0.130 0.108 -0.044
0.133 0.121 -0.024
-0.095 0.017 -0.105
0.025 -0.018 0.183
0.128 0.012 -0.211
-0.147 0.051 0.295
-0.037 -0.531 0.077
0.442 -0.372 -0.488
0.236 0.496 -0.130
-0.394 1.124 0.219
-0.018 -0.723 -0.261
0.386 -0.135 -0.603
-0.563 0.094 1.320
0.043 -0.026 0.165
0.007 0.609 -0.148
0.038 0.064 -0.103
0.123 -0.128 -0.053
-0.055 -0.040 -0.090
-0.077 0.075 0.077
0.090 -0.246 -0.342
-0.032 0.517 -0.493
-0.045 -0.043 -0.249
-0.088 -0.056 0.040